# 1
Computed, not measured: one molecule with the formula C12H15N5O4S, with ωB97M-V/def2-TZVPD.

Geometry as XYZ:
```
37
Properties=species:S:1:pos:R:3:forces:R:3:nbo_charge:R:1
C 0.677849 2.443046 -0.470424 -5.815 8.859 -7.310 -0.591
C -0.244128 1.671253 -1.387016 -3.883 1.075 -0.805 -0.075
O -1.409532 0.958998 -0.715598 -1.017 3.365 1.430 -0.598
C -2.423927 1.893923 -0.075036 4.574 -3.157 -4.189 0.787
O -2.501011 3.024478 -0.226384 1.374 5.560 -1.517 -0.525
C -3.415455 1.298471 0.632744 -2.615 -3.587 6.807 -0.358
N -3.125899 -0.074172 0.920010 3.939 -2.060 2.544 -0.546
C -3.658838 -1.137238 0.341573 -8.145 10.360 -3.129 0.565
O -4.742502 -0.744003 -0.319422 2.692 -3.606 1.104 -0.674
C -3.161084 -2.361965 0.463766 7.313 -6.090 2.402 -0.533
S -1.712164 -2.707231 -0.754153 -0.482 1.186 1.885 0.228
C -0.522195 -1.806078 0.280990 2.637 -3.091 -8.305 0.215
N -0.470702 -1.328050 1.372279 -1.392 3.227 7.280 -0.336
N 0.643351 -0.661360 1.632529 3.339 1.225 -0.660 -0.273
C 1.576356 -0.767413 0.472502 -15.811 -4.908 3.520 0.206
C 2.773274 -0.405028 0.603090 8.716 1.306 -6.033 0.143
C 3.568563 0.510904 1.029595 1.758 3.693 9.658 -0.177
C 4.940417 0.454581 0.687206 -2.676 -3.180 -3.539 -0.358
C 4.827687 -0.493101 -0.446036 -1.926 6.864 10.528 0.253
O 3.636919 -0.690977 -0.650575 -6.054 -4.815 -1.499 -0.429
N 0.758250 -1.580148 -0.267631 2.552 -0.269 -5.247 -0.194
N 1.145312 -2.020044 -1.743902 2.425 5.645 4.174 -0.620
H 1.436258 2.653173 -1.178964 1.282 0.758 -0.514 0.212
H 0.218564 3.547759 -0.111996 1.221 -3.529 -0.583 0.226
H 1.008299 1.832534 0.095818 4.243 -6.930 8.491 0.175
H -0.689969 2.431517 -2.157890 0.655 -1.598 1.178 0.185
H 0.106553 0.783340 -1.903813 0.942 0.338 -0.101 0.210
H -3.450497 1.879987 1.710419 -0.252 -1.299 -2.693 0.235
H -4.382647 1.178910 0.217060 -1.008 1.000 -0.910 0.309
H -2.199301 -0.326425 1.317273 -0.724 0.915 0.085 0.413
H -2.620472 -2.758077 1.452239 -1.088 1.964 -1.575 0.276
H -3.754719 -3.155659 0.373935 -3.045 -2.701 -1.238 0.258
H 3.228824 0.898159 2.126292 0.864 -0.141 -2.774 0.243
H 5.729627 0.935840 1.152152 1.343 0.677 0.569 0.233
H 5.476167 -0.557752 -1.079370 7.125 -1.787 -7.390 0.163
H 0.547015 -2.738918 -1.790220 -1.487 -4.209 -0.925 0.356
H 2.185743 -2.083238 -1.603025 -1.575 -1.058 -0.720 0.397
```
Positions in Å, forces in eV/Å.

The value obtained for the HOMO energy is -8.17 eV. The SMILES is CCOC(=O)CNC(=O)CSc1nnc(-c2ccco2)n1N. Its frontier orbital gap is 7.634 eV.



# 2
Computed, not measured: C21H44BBeCl2FKLiN5O19Si2 as an isolated structure, with ωB97M-V/def2-TZVPD.

Geometry as XYZ:
```
98
Properties=species:S:1:pos:R:3:forces:R:3:mulliken_charge:R:1
C 1.114814 -1.274712 -1.271238 0.081 0.116 0.408 -0.585
C 0.806609 -1.866815 -0.085747 0.376 0.051 -0.477 -0.275
C -0.006888 -1.282073 1.016581 1.365 0.629 0.002 -0.327
Si 0.133369 0.544882 1.360490 0.267 -0.385 0.764 0.499
Cl -0.001235 1.715672 -0.349874 -0.381 0.192 -0.055 -0.393
C 1.700800 1.067763 2.184138 -0.337 -0.526 0.003 1.980
C 2.805153 0.063308 2.488336 0.616 0.600 0.096 -0.917
C 4.089487 0.844742 2.751084 0.654 -0.273 0.038 -1.208
C 4.516905 1.744567 1.607805 0.099 0.163 -0.341 -0.232
C 4.728344 0.999613 0.303262 0.790 0.474 0.185 -0.505
O 4.441222 1.896640 -0.808097 -0.784 0.338 -0.256 -0.287
C 4.360813 1.282082 -2.005293 0.026 -0.996 -1.300 0.727
C 3.463422 1.929637 -3.043078 -0.037 0.255 0.633 -1.631
O 4.918866 0.259631 -2.290077 0.117 0.047 0.716 -0.567
O -1.028678 0.937090 2.477451 -0.011 0.147 -0.617 0.089
Si -2.424787 1.751055 2.276301 -0.964 -0.454 -0.085 -0.938
N -2.062574 3.439454 2.113867 -0.014 -0.030 0.575 0.029
C -1.332904 3.991715 3.233914 0.606 0.000 -0.330 -0.979
C 0.156372 4.107341 2.919665 -0.695 0.897 -0.237 1.685
C 0.386886 5.049598 1.744115 0.824 0.042 0.022 -0.175
C 1.821977 4.901958 1.240157 -0.311 -0.347 0.021 -0.902
O -3.166292 1.603970 3.821147 -0.164 0.194 0.152 -0.233
N -4.554865 1.363209 3.762675 0.152 -0.072 -0.315 0.368
O -5.170423 2.186026 4.313487 0.090 0.026 0.321 -0.378
B -3.783742 1.227208 0.885001 -0.134 0.046 -0.431 1.342
C -4.328258 -0.198326 0.568522 0.566 -0.455 0.793 -1.052
O -4.235920 2.305080 0.218746 0.134 0.056 0.283 -0.467
H 1.726645 -0.385020 -1.304593 -1.346 1.211 -0.034 -0.153
H 0.724010 -1.639185 -2.211114 1.509 -1.125 -0.431 0.336
H 1.142226 -2.891614 0.058405 -1.614 -0.814 -0.480 0.355
H 0.299982 -1.758555 1.948537 -0.246 0.051 0.413 0.424
H -1.053491 -1.674494 0.814210 0.827 0.903 0.030 -0.139
H 1.418314 1.442841 3.165065 -0.065 0.220 0.112 0.071
H 2.062507 1.922474 1.626018 0.188 0.068 -0.138 -1.499
H 2.557196 -0.427060 3.422124 -0.078 -0.371 0.070 0.572
H 2.999696 -0.686508 1.725013 -0.389 -0.175 -0.207 0.319
H 4.916859 0.149363 2.904674 0.039 -0.275 0.163 0.438
H 3.981927 1.411389 3.681238 -0.232 0.172 0.128 0.366
H 3.816422 2.557462 1.439370 -0.197 0.107 0.012 -0.130
H 5.460136 2.223972 1.853453 0.128 0.168 0.221 0.540
H 5.776880 0.740116 0.223753 0.130 -0.405 -0.108 0.396
H 4.131651 0.105744 0.186547 -0.235 -0.095 -0.075 0.306
H 2.857317 2.690736 -2.569761 -1.088 -2.403 -0.372 0.689
H 2.799016 1.197283 -3.474919 0.163 -0.324 -0.293 0.328
H 4.047258 2.403039 -3.845167 -0.082 -0.531 -0.224 0.479
H -2.877926 3.967521 1.837891 -0.003 0.073 -0.221 0.261
H -1.511008 3.459258 4.170939 0.038 -0.135 0.166 0.347
H -1.651280 5.028518 3.390624 -0.757 0.639 0.017 0.249
H 0.653209 4.557159 3.793450 0.545 -0.558 0.226 0.652
H 0.582577 3.145736 2.675972 0.143 -0.139 0.466 -2.165
H -0.300572 4.829952 0.937204 -0.319 0.065 -0.062 0.314
H 0.273405 6.094768 2.061933 -0.376 0.171 -0.021 0.274
H 2.517145 4.879422 2.072720 0.277 0.190 0.086 0.372
H 2.087086 5.679675 0.529262 0.110 0.205 -0.055 0.501
H 1.902020 3.931868 0.755883 0.091 -0.151 -0.190 -0.225
H -3.890261 -0.938852 1.234409 0.060 -0.231 0.156 0.174
H -4.080135 -0.512040 -0.439470 -0.031 0.098 -0.301 0.359
H -5.411404 -0.262663 0.673085 0.411 -0.092 0.025 0.315
H -4.800119 2.045635 -0.541705 0.043 0.538 -0.586 0.239
Be -1.751802 -3.167712 1.753029 -0.607 -0.596 0.555 -0.080
C -3.780003 -7.247704 0.624039 -0.080 -0.087 -0.134 -0.795
N -3.110214 -5.947604 0.352417 -0.010 -0.082 0.000 0.923
O -3.074716 -5.546788 -0.786263 0.056 0.002 -0.090 -0.511
O -2.635637 -5.375837 1.316830 -0.040 -0.304 0.004 -0.451
H -4.149799 -7.639602 -0.315251 0.004 0.026 -0.040 0.306
H -3.036184 -7.904298 1.064330 0.019 0.038 0.075 0.312
H -4.589852 -7.055598 1.320269 0.045 0.013 0.080 0.296
F -6.783427 1.002678 0.064017 -0.474 -0.482 -0.911 -0.085
C -7.010624 -0.258830 -1.873545 0.547 -0.001 -0.623 0.858
O -6.064832 -0.950361 -1.701492 -0.004 -0.077 0.490 -0.473
O -7.776666 -0.273452 -2.981973 0.245 -0.043 0.718 -0.472
O -7.587668 0.652568 -1.042461 -0.772 0.794 0.244 -0.212
H -7.297317 -0.943037 -3.494154 -0.241 0.130 -0.404 0.348
K 3.565645 4.339388 -2.340302 1.059 3.115 0.708 1.032
O 2.902883 2.090081 5.358450 -0.319 0.309 -0.310 -1.048
H 2.018929 1.774980 5.120004 0.090 -0.014 0.206 0.107
Li -0.693177 6.105476 4.630413 0.217 -0.622 -0.245 0.934
C 1.886724 -4.724183 -1.965720 0.150 -0.052 0.017 -1.066
C 1.913501 -6.070990 -2.675427 -0.045 0.198 0.112 -0.614
C 0.700564 -6.949393 -2.338579 0.167 -0.003 -0.327 -0.337
C 0.636591 -7.334705 -0.930589 -0.056 0.080 -0.020 0.242
N 0.585992 -7.636216 0.175849 -0.040 -0.046 0.065 -0.480
H 1.939569 -4.847601 -0.882727 -0.043 -0.038 0.006 0.340
H 2.743978 -4.126020 -2.271221 -0.021 0.071 0.009 0.373
H 0.983950 -4.159194 -2.201236 -0.030 -0.026 -0.010 0.299
H 2.837007 -6.596639 -2.427647 -0.034 -0.090 0.008 0.347
H 1.921640 -5.908661 -3.754007 -0.044 -0.069 -0.026 0.353
H 0.730093 -7.860628 -2.938261 -0.045 -0.058 0.057 0.312
H -0.220404 -6.425849 -2.601800 -0.037 0.021 0.095 0.254
O 3.781860 1.365391 -8.056255 -0.052 -0.028 -0.055 -0.671
Cl 4.269450 1.165518 -6.721149 0.122 0.167 0.127 1.701
O 3.422373 0.246466 -6.003252 -0.080 -0.095 0.046 -0.638
O 4.250082 2.446880 -6.014892 0.028 0.294 0.145 -0.740
O 5.623090 0.677622 -6.750071 0.002 -0.040 -0.005 -0.653
N -4.497706 2.337308 -3.319101 0.118 0.194 0.179 0.873
O -5.216980 1.943708 -2.349009 -0.255 -0.228 0.227 -0.627
O -4.477046 1.677929 -4.361195 -0.079 -0.071 -0.060 -0.649
O -3.835642 3.379942 -3.196177 -0.033 -0.092 0.023 -0.639
```
Positions in Å, forces in eV/Å.

Its charge is -1. The value obtained for the HOMO energy is -4.39 eV. Its frontier orbital gap is 2.969 eV.



# 3
Computed, not measured: C24H22F9N2SSiW as an isolated structure, with ωB97M-V/def2-TZVPD.

Geometry as XYZ:
```
60
Properties=species:S:1:pos:R:3:forces:R:3:nbo_charge:R:1
W -0.017964 -1.181051 0.263543 -0.137 -0.280 -0.283 0.927
C -0.376730 -2.408054 -1.856109 0.072 -0.148 0.045 -0.383
N 0.436140 -2.970005 -0.790073 0.125 -0.180 0.047 -0.423
C 0.005899 -4.326905 -0.379573 0.041 0.045 -0.028 -0.402
C 1.901347 -2.971256 -1.098217 0.031 0.061 0.013 -0.232
C 2.385707 -1.592793 -1.519279 0.002 0.025 0.086 -0.249
N 1.737436 -0.624185 -0.633209 -0.223 0.005 0.146 -0.692
C 2.208116 0.680515 -0.543278 0.025 -0.191 -0.007 0.058
C 1.481150 1.576720 0.233948 0.022 0.219 0.080 0.251
F 0.374791 1.088242 0.906453 -0.028 -0.094 0.021 -0.299
C 1.734329 2.925252 0.317725 -0.015 -0.037 0.016 0.382
F 0.938126 3.678769 1.075477 0.013 0.019 -0.009 -0.289
C 2.792319 3.473876 -0.376699 0.014 -0.058 -0.025 -0.345
C 3.544826 2.613246 -1.153019 -0.053 -0.022 0.035 0.365
F 4.570004 3.084527 -1.858231 0.002 0.020 0.002 -0.286
C 3.271985 1.256905 -1.243056 0.038 0.047 0.003 0.316
F 4.040581 0.517423 -2.059773 -0.007 -0.005 0.006 -0.307
H 0.182021 -2.239565 -2.773749 -0.005 0.054 0.011 0.244
H -0.781591 -1.378387 -1.560318 -0.069 0.070 -0.042 0.213
H -1.262968 -3.006206 -2.044553 -0.045 0.054 0.041 0.256
H 0.242164 -5.036002 -1.175074 -0.014 -0.027 0.020 0.213
H -1.061644 -4.327113 -0.180195 -0.001 0.006 0.001 0.229
H 0.534596 -4.602158 0.529704 -0.003 -0.006 0.003 0.231
H 2.118470 -3.733291 -1.850656 -0.039 0.034 -0.046 0.224
H 2.395387 -3.259499 -0.169203 0.004 -0.020 -0.004 0.221
H 2.181926 -1.386580 -2.575422 -0.024 -0.006 -0.002 0.200
H 3.468532 -1.582756 -1.405342 -0.002 -0.003 -0.031 0.242
H 3.022554 4.527153 -0.317816 0.004 0.002 -0.003 0.267
F 0.134490 -0.008093 6.838360 -0.006 -0.003 0.007 -0.261
C -0.266606 -0.511990 5.684383 -0.021 -0.013 -0.030 0.285
C 0.574823 -0.467969 4.581366 -0.052 0.000 0.019 0.295
F 1.783467 0.069153 4.662630 0.004 -0.002 -0.006 -0.267
C 0.098805 -0.991847 3.401486 0.103 0.077 -0.006 0.283
F 0.938693 -0.949083 2.290574 0.033 0.039 -0.049 -0.297
C -1.141066 -1.561315 3.233598 -0.188 -0.130 -0.057 -0.293
S -1.556862 -2.284241 1.663028 0.405 0.270 0.090 0.007
C -1.956237 -1.596007 4.355738 -0.045 -0.001 0.034 0.330
F -3.168385 -2.133578 4.280644 0.011 -0.003 -0.018 -0.276
C -1.531793 -1.075433 5.569066 0.077 0.033 -0.016 0.332
F -2.328603 -1.107031 6.624003 -0.005 -0.003 -0.003 -0.270
C -3.381988 -0.610193 -1.294159 -0.032 -0.033 -0.013 -1.140
Si -2.008822 0.356825 -0.481307 0.021 0.155 -0.092 1.372
C -2.607396 1.210113 1.071880 0.009 -0.023 0.054 -1.134
C -1.250182 1.638085 -1.626415 -0.011 0.101 0.022 -0.449
C -1.625560 2.977702 -1.470716 0.025 -0.024 0.001 -0.206
C -1.065518 3.979797 -2.250462 0.015 -0.007 0.006 -0.204
C -0.105844 3.664478 -3.200868 0.010 0.023 -0.006 -0.191
C 0.283456 2.344142 -3.375803 0.000 -0.002 0.006 -0.204
C -0.286083 1.348805 -2.596237 -0.006 -0.062 -0.012 -0.230
H -4.140401 0.092822 -1.647999 -0.007 0.010 0.024 0.263
H -3.852050 -1.287079 -0.578461 0.000 -0.017 -0.017 0.255
H -3.061345 -1.187516 -2.162528 0.005 0.002 -0.017 0.233
H -3.633403 1.557151 0.924596 0.008 0.024 -0.024 0.260
H -1.984797 2.071594 1.312525 -0.013 0.001 0.032 0.256
H -2.614185 0.538806 1.930844 -0.037 -0.008 -0.008 0.246
H -2.362705 3.251932 -0.725322 -0.008 0.006 -0.004 0.215
H -1.374806 5.007388 -2.111582 -0.003 0.001 0.002 0.227
H 0.337703 4.444558 -3.805683 -0.003 0.002 0.001 0.227
H 1.031692 2.093574 -4.117104 0.000 -0.009 -0.001 0.222
H 0.053978 0.327629 -2.744100 -0.017 0.012 -0.012 0.183
```
Positions in Å, forces in eV/Å.

Its charge is +1. As for the relative energy (zero: lowest compared OMol25 entry of this formula, charge and spin): 0.000 eV. The value obtained for the HOMO energy (spin up / spin down) is -10.87 / -10.72 eV. Its frontier orbital gap (spin up / spin down) is 6.835 / 6.813 eV.



> Number 1 is which compound?

C12H15N5O4S